[1]
Molecular formula: CHO3PS2
Method: DFT, wB97M-V/def2-TZVPD

Geometry as XYZ:
```
8
Properties=species:S:1:pos:R:3
C 2.18545 -0.36506 0.03326
O -0.04775 0.37460 -0.69046
O 1.57938 2.33700 -0.53308
O 0.73388 1.23320 1.57818
P 1.15266 1.08699 0.15136
S 4.08087 -0.07293 -0.17430
S 1.51975 -1.85128 0.15588
H -0.29085 -0.57601 -0.62199
```

Results
Largest force on an atom ... 5.2 eV/A
Gap between HOMO and LUMO ... 5.67 eV
HOMO energy ... 0.09 eV
2S+1 ... 1
ΔE to the lowest compared entry with this formula, charge and spin ... 72.89 kJ/mol
LUMO ... 5.8 eV
Total charge ... -2

Here are the Mulliken charges for atoms 1 to 2, given in e: number 1, C, carries 0.02; number 2, O, carries -0.52

---

[2]
Molecular formula: C2HFN2O2
Method: DFT, wB97M-V/def2-TZVPD

Geometry as XYZ:
```
8
Properties=species:S:1:pos:R:3
C 2.20312 0.85363 0.79801
C 0.02840 1.27702 0.73476
N 1.48695 -0.37040 0.01992
N 0.23122 0.08771 0.11101
O -0.98200 1.87905 0.91343
O 1.29716 1.71057 1.16058
F 3.46583 0.99904 0.99983
H -0.51464 -0.43761 -0.32176
```

Results
Largest force on an atom ... 9.1 eV/A
Gap between HOMO and LUMO (alpha / beta) ... 9.26 / 9.25 eV
HOMO energy (alpha / beta) ... -8.65 / -8.65 eV
2S+1 ... 1
ΔE to the lowest compared entry with this formula, charge and spin ... 244.57 kJ/mol
LUMO (alpha / beta) ... 0.6 / 0.6 eV
Total charge ... 0

Here are the Mulliken charges for atoms 1 to 2, given in e: number 1, C, carries 0.49; number 2, C, carries 0.47

---

[3]
Molecular formula: C2O3S
Method: DFT, wB97M-V/def2-TZVPD

Geometry as XYZ:
```
6
Properties=species:S:1:pos:R:3
C 0.42917 -0.23203 -2.64140
C -0.57711 0.59786 1.90806
O 0.44233 -0.69775 -3.69496
O -0.56381 1.60856 2.42613
O -0.67210 -0.50830 1.59772
S 0.46277 0.46262 -1.22596
```

Results
Largest force on an atom ... 2.9 eV/A
Gap between HOMO and LUMO ... 11.19 eV
HOMO energy ... -10.80 eV
2S+1 ... 1
ΔE to the lowest compared entry with this formula, charge and spin ... 17.28 kJ/mol
LUMO ... 0.4 eV
Total charge ... 0

Here are the Mulliken charges for atoms 1 to 2, given in e: number 1, C, carries 0.60; number 2, C, carries 0.67

---

[4]
Molecular formula: C3H6O3
Method: DFT, wB97M-V/def2-TZVPD

Geometry as XYZ:
```
12
Properties=species:S:1:pos:R:3
C -0.02735 -0.34854 -0.21936
C 1.78448 -0.12608 -0.18158
C -0.18599 1.03253 -0.01785
O -2.00477 0.42929 -0.24552
O -2.37898 -0.40563 0.89513
O 0.12800 2.13782 0.18570
H -3.29812 -0.61963 0.67894
H -0.20151 -0.96624 0.65890
H -0.20920 -0.71938 -1.22104
H 2.14338 0.46811 -1.02257
H 2.12829 0.27422 0.77234
H 2.12178 -1.15647 -0.28307
```

Results
Largest force on an atom ... 7.3 eV/A
Gap between HOMO and LUMO ... 8.81 eV
HOMO energy ... -8.43 eV
2S+1 ... 1
ΔE to the lowest compared entry with this formula, charge and spin ... 665.12 kJ/mol
LUMO ... 0.4 eV
Total charge ... 0

Here are the Mulliken charges for atoms 1 to 2, given in e: number 1, C, carries -0.36; number 2, C, carries -1.17

---

[5]
Molecular formula: C3H8N2O2
Method: DFT, wB97M-V/def2-TZVPD

Geometry as XYZ:
```
15
Properties=species:S:1:pos:R:3
C 0.51109 0.89716 0.06020
C 2.15223 -0.45168 0.06644
C -1.04626 -0.89007 0.42449
N -1.78425 1.30984 -0.35136
N -0.71302 0.49013 0.09720
O 3.26876 0.28690 0.23227
O -1.20932 -1.64250 -0.73717
H 0.65765 1.89465 -0.34136
H 1.97064 -0.94123 1.03706
H -0.24796 -1.28307 1.06192
H -2.00656 -0.91928 0.95278
H -2.24908 0.86976 -1.14114
H -2.46284 1.40653 0.40013
H 3.50496 0.71212 -0.60160
H -0.34604 -1.73926 -1.15985
```

Results
Largest force on an atom ... 2.7 eV/A
Gap between HOMO and LUMO ... 7.65 eV
HOMO energy ... -6.96 eV
2S+1 ... 1
ΔE to the lowest compared entry with this formula, charge and spin ... 661.74 kJ/mol
LUMO ... 0.7 eV
Total charge ... 0

Here are the Mulliken charges for atoms 1 to 2, given in e: number 1, C, carries -0.14; number 2, C, carries -0.37

---

[6]
Molecular formula: C4H6O2
Method: DFT, wB97M-V/def2-TZVPD

Geometry as XYZ:
```
12
Properties=species:S:1:pos:R:3
O 1.71845 0.61408 1.42458
C 1.81303 0.24067 0.27898
C 0.67806 -0.35315 -0.51526
C -0.61600 -0.41782 0.25236
C -1.56842 0.65791 0.25028
O -1.78163 -0.71018 -0.51741
H 2.77820 0.31376 -0.27075
H 0.98226 -1.35773 -0.84627
H 0.55157 0.23620 -1.43454
H -0.58691 -1.00246 1.16950
H -2.27845 0.78882 1.05204
H -1.69016 0.98989 -0.84352
```

Results
Largest force on an atom ... 4.3 eV/A
Gap between HOMO and LUMO ... 10.97 eV
HOMO energy ... -9.98 eV
2S+1 ... 1
ΔE to the lowest compared entry with this formula, charge and spin ... 305.77 kJ/mol
LUMO ... 1.0 eV
Total charge ... 0

Here are the Mulliken charges for atoms 1 to 2, given in e: number 1, O, carries -0.47; number 2, C, carries 0.04

---

[7]
Molecular formula: C14H25ClINOOsP
Method: DFT, wB97M-V/def2-TZVPD

Geometry as XYZ:
```
45
Properties=species:S:1:pos:R:3
C -1.07165 1.32078 1.20689
I -1.50607 -2.49896 0.55530
H -1.50717 2.13433 0.61843
H -0.19763 1.88971 1.59580
H -1.72907 0.89586 2.00201
Os 0.55031 0.19760 0.11370
P -1.57500 0.14439 -0.99829
C -3.13138 -0.10292 0.02396
C -2.36178 1.75247 -1.61213
H -0.93261 -0.24565 -3.28468
H -2.69818 -0.23070 -3.06569
H -1.75706 -1.69189 -2.60877
C -1.75101 -0.60101 -2.64110
H -1.68095 2.28489 -2.27441
H -3.27829 1.44375 -2.15198
H -3.98113 0.14134 -0.62865
H -3.11673 0.56330 0.88820
H -2.69814 2.43798 -0.82346
H -3.28081 -1.12971 0.43238
C 0.25430 -0.64940 1.74849
O 0.28920 -0.89388 2.91510
Cl 1.03394 1.67871 -1.76841
C 4.61357 0.28903 -1.93196
N 3.34495 -0.49055 -2.13854
C 3.37205 -1.23489 -3.43998
C 3.01637 -1.49052 -1.02267
C 3.37356 -0.90166 0.30129
C 4.56932 -1.30797 0.90839
C 4.87509 -0.77772 2.15989
C 4.04367 0.18376 2.73829
C 2.88186 0.62631 2.08261
C 2.51225 0.05406 0.86880
H 5.49471 -0.36197 -1.93838
H 4.57670 0.84871 -0.99560
H 4.66681 0.99665 -2.75866
H 2.51972 0.19830 -2.13256
H 4.25209 -1.91466 -3.42935
H 2.44008 -1.82509 -3.54717
H 3.45159 -0.47432 -4.22599
H 1.92058 -1.69211 -1.10753
H 3.60479 -2.40638 -1.20367
H 5.17052 -2.08522 0.41194
H 5.76044 -1.16205 2.66467
H 4.28537 0.55213 3.73782
H 2.24601 1.38964 2.52441
```

Results
Largest force on an atom ... 8.4 eV/A
Gap between HOMO and LUMO (alpha / beta) ... 8.07 / 4.42 eV
HOMO energy (alpha / beta) ... -19.15 / -18.72 eV
Expectation value of S² ... 6.05
2S+1 ... 5
ΔE to the lowest compared entry with this formula, charge and spin ... 18.06 kJ/mol
LUMO (alpha / beta) ... -11.1 / -14.3 eV
Total charge ... +3

Here are the Mulliken charges for atoms 1 to 2, given in e: number 1, C, carries -1.31; number 2, I, carries 0.33

---

- Which value of ΔE to the lowest compared entry with this formula, charge and spin does entry 5 give?
  661.74 kJ/mol